No. 1
Computed, not measured: C38H68Br10Cl24F12N2O8S4Zn as an isolated structure, with ωB97M-V/def2-TZVPD.

Each line ends with the Mulliken charge.
Geometry (Å):
Zn -0.43 -0.42 1.54  3.723
C 2.17 0.24 -1.01  0.307
F 2.62 0.46 0.25  -0.052
F 1.52 1.28 -1.46  -0.086
F 3.16 -0.07 -1.80  0.030
S 0.78 -1.11 -0.91  -0.099
O 0.57 -1.57 -2.24  0.159
O 1.04 -1.90 0.29  -0.282
N -0.39 -0.07 -0.44  0.114
S -1.59 0.54 -1.32  -0.630
O -2.12 1.62 -0.53  0.066
O -1.27 0.64 -2.71  -0.023
C -2.88 -0.76 -1.16  -0.087
F -3.34 -0.82 0.06  -0.018
F -3.84 -0.35 -2.00  0.019
F -2.45 -1.98 -1.60  0.014
C 1.63 1.18 4.98  0.378
F 0.48 1.86 5.12  -0.177
F 2.56 1.90 4.47  -0.047
F 2.07 0.65 6.12  -0.198
S 1.24 -0.27 3.94  -0.691
O 0.77 0.50 2.77  -1.169
O 2.46 -0.98 3.74  -0.204
N -0.02 -0.95 4.54  -0.329
S -0.30 -1.97 5.72  1.056
O -1.27 -2.91 5.34  -0.590
O 0.96 -2.36 6.29  -0.693
C -1.03 -0.89 7.05  0.476
F -1.76 -1.58 7.90  -0.195
F -0.15 -0.08 7.59  -0.177
F -1.95 -0.12 6.28  -0.216
Cl 4.99 -2.38 1.19  -0.036
C 6.59 -3.13 0.92  -0.357
C 7.62 -2.65 1.92  -0.189
Cl 9.31 -3.15 1.30  -0.228
H 6.81 -2.81 -0.08  0.097
H 6.36 -4.21 0.95  0.286
H 7.61 -3.12 2.89  0.254
H 7.58 -1.61 2.05  0.183
Cl -4.01 -5.19 -0.31  -0.177
C -4.75 -4.35 1.06  0.238
C -6.26 -4.07 0.96  -0.650
Cl -6.69 -2.64 -0.13  -0.124
H -4.10 -3.45 1.19  -0.318
H -4.70 -4.96 1.97  0.207
H -6.66 -3.69 1.92  0.231
H -6.75 -4.94 0.57  0.487
Cl 0.73 5.68 -2.97  -0.240
C -0.64 4.80 -2.20  0.750
C -1.85 5.69 -2.23  -0.787
Cl -3.22 4.64 -1.65  -0.063
H -0.27 4.52 -1.20  -0.213
H -0.76 3.96 -2.83  -0.271
H -2.14 5.82 -3.24  0.389
H -1.79 6.61 -1.66  0.373
Cl 5.39 -5.59 3.16  -0.174
C 4.67 -4.51 4.29  -0.047
C 3.19 -4.27 3.98  0.213
Cl 2.01 -5.64 4.28  -0.249
H 5.02 -3.47 4.10  -0.002
H 4.87 -4.80 5.35  0.417
H 3.17 -4.08 2.91  -0.054
H 2.90 -3.36 4.41  0.020
Cl -2.36 0.67 3.10  0.402
C -3.53 1.52 2.15  -0.382
C -3.24 3.01 1.89  0.933
Cl -3.26 3.93 3.41  -0.243
H -4.49 1.41 2.66  0.705
H -3.81 1.02 1.21  -1.030
H -4.08 3.39 1.29  -0.355
H -2.24 3.17 1.47  -0.164
Cl 0.65 -5.14 -0.09  -0.156
C -0.07 -5.27 1.65  -0.703
C -0.15 -3.99 2.41  -0.589
Cl -1.38 -2.82 1.95  0.167
H 0.56 -6.02 2.15  0.338
H -1.05 -5.85 1.65  0.364
H 0.80 -3.49 2.41  -0.208
H -0.41 -4.24 3.41  0.712
Cl 5.96 0.45 4.39  -0.225
C 5.35 1.29 2.90  0.514
C 5.86 2.75 2.73  -0.244
Cl 5.02 4.00 3.83  -0.232
H 4.25 1.17 2.99  -0.515
H 5.70 0.69 2.10  0.213
H 5.63 3.08 1.71  -0.007
H 6.91 2.81 2.95  0.453
Cl -5.35 -1.36 3.39  -0.082
C -4.12 -1.80 4.63  0.436
C -4.73 -2.87 5.55  -0.512
Cl -4.85 -4.41 4.64  -0.213
H -4.02 -0.81 5.13  0.194
H -3.31 -2.09 4.02  -0.528
H -5.64 -2.70 6.02  0.580
H -3.97 -3.14 6.26  0.242
Cl -0.52 -4.73 -5.81  -0.215
C -0.73 -3.61 -4.35  0.240
C -1.84 -2.62 -4.65  0.724
Cl -3.44 -3.39 -4.74  -0.200
H 0.11 -2.95 -4.33  -0.290
H -0.91 -4.30 -3.49  0.321
H -1.62 -2.05 -5.55  0.381
H -1.81 -1.92 -3.85  -0.878
Cl -6.21 1.24 0.60  -0.087
C -6.41 2.26 -0.87  -0.191
C -6.74 1.38 -2.07  0.366
Cl -7.63 2.20 -3.32  -0.219
H -5.39 2.68 -1.07  -0.296
H -7.15 2.98 -0.60  0.547
H -7.30 0.46 -1.77  0.253
H -5.81 0.96 -2.51  -0.330
Cl 5.54 -3.89 -2.47  -0.160
C 3.74 -4.00 -2.35  -0.144
C 3.21 -4.11 -3.84  0.494
Cl 3.91 -5.47 -4.62  -0.185
H 3.41 -3.06 -1.95  -0.411
H 3.52 -4.85 -1.78  0.553
H 3.42 -3.20 -4.38  -0.031
H 2.16 -4.35 -3.71  -0.163
Cl -4.73 9.03 0.73  -0.214
C -4.88 7.40 1.42  -0.265
C -6.14 6.74 0.91  -0.453
Cl -6.35 5.08 1.67  -0.173
H -4.95 7.45 2.49  0.354
H -3.95 6.89 1.22  0.125
H -6.09 6.57 -0.16  0.256
H -6.99 7.38 1.19  0.398
Br 2.07 -1.57 -6.47  -0.190
C 2.00 0.32 -5.99  -0.418
C 0.76 0.60 -5.11  0.193
Br 0.52 2.53 -5.09  -0.183
H 2.02 0.89 -7.00  0.400
H 2.86 0.40 -5.37  0.229
H 0.93 0.26 -4.07  -0.341
H -0.08 0.17 -5.54  0.247
Br 8.14 -0.48 -2.11  -0.198
C 7.87 -1.34 -3.87  -0.489
C 6.57 -0.66 -4.28  -0.344
Br 6.20 -1.13 -6.14  -0.165
H 7.92 -2.42 -3.76  0.402
H 8.71 -0.93 -4.48  0.398
H 6.68 0.37 -4.17  0.315
H 5.70 -1.14 -3.78  -0.010
Br -7.28 -0.95 -7.28  -0.152
C -6.23 -0.48 -5.71  -0.319
C -5.04 0.28 -6.21  -0.671
Br -3.93 1.03 -4.78  -0.169
H -6.03 -1.40 -5.25  0.292
H -6.86 0.09 -5.08  0.161
H -5.44 1.18 -6.68  0.403
H -4.40 -0.32 -6.83  0.394
Br 4.54 3.64 -1.40  -0.058
C 4.67 4.77 -2.92  -0.719
C 4.26 4.22 -4.24  -0.173
Br 5.37 2.71 -4.84  -0.146
H 5.68 5.14 -2.89  0.409
H 4.02 5.59 -2.71  0.365
H 4.37 5.00 -4.98  0.422
H 3.22 3.85 -4.27  -0.021
Br 1.28 3.43 1.19  -0.039
C 0.45 4.22 2.74  0.523
C 0.72 5.68 2.96  -0.801
Br -0.15 6.87 1.66  -0.194
H 0.86 3.63 3.56  -0.120
H -0.62 4.06 2.82  -0.459
H 1.81 5.96 2.86  0.369
H 0.34 5.97 3.90  0.539

Calculated values
ΔE to the lowest compared entry with this formula, charge and spin (eV): 1.2310
LUMO (eV): -0.730
Total charge: 0

No. 2
Computed, not measured: a 4-piece molecular cluster, C31H42N2O10S overall, with ωB97M-V/def2-TZVPD.

Each line ends with the Mulliken charge.
Geometry (Å):
C -4.33 -0.11 3.90  -1.012
C -2.71 -0.27 3.75  -0.377
C -2.31 0.10 2.23  -0.210
O -1.80 -1.13 1.61  -0.284
C -0.40 -0.99 1.37  0.007
C 0.58 -0.72 2.57  -0.283
C 2.10 -0.52 2.27  -0.921
C 2.56 -0.60 0.77  0.539
C 1.60 -0.90 -0.42  0.436
C 0.08 -1.10 -0.13  0.125
C 2.29 -0.99 -1.91  0.238
O 1.76 -0.53 -2.98  -0.539
C 3.76 -1.69 -1.90  0.255
C 4.26 -2.67 -3.00  0.196
O 3.37 -3.02 -4.10  -0.342
C 2.51 -4.06 -3.60  0.428
N 1.86 -4.85 -2.94  -0.429
C 5.71 -3.30 -2.87  -0.454
C 6.66 -2.94 -1.66  0.267
N 8.03 -3.50 -1.49  -0.493
C 7.98 -4.51 -0.65  0.358
S 7.89 -6.10 -0.13  -0.144
C 6.14 -1.95 -0.57  -0.624
C 4.71 -1.36 -0.71  0.402
C 4.13 -0.37 0.43  0.023
O 4.81 0.48 1.05  -0.571
H -4.77 -1.16 3.78  0.239
H -4.79 0.56 3.08  0.297
H -4.55 0.37 4.92  0.319
H -2.46 -1.39 3.91  0.226
H -2.13 0.32 4.55  0.325
H -1.55 0.96 2.24  0.065
H -3.21 0.46 1.60  0.319
H 0.24 -0.63 3.66  0.294
H 2.86 -0.33 3.11  0.328
H -0.66 -1.32 -0.98  0.325
H 6.07 -4.05 -3.66  0.369
H 6.74 -1.65 0.37  0.318
C -2.52 1.04 -2.27  -0.585
O -1.62 1.81 -1.49  -0.319
C -0.35 1.97 -2.12  -0.048
C -0.21 3.35 -2.75  -0.811
O -1.11 3.51 -3.85  -0.389
C -2.25 4.27 -3.51  -0.679
H -3.52 1.15 -1.84  0.260
H -2.55 1.38 -3.31  0.392
H -2.24 -0.02 -2.23  0.029
H -0.18 1.18 -2.86  0.308
H 0.42 1.86 -1.34  0.207
H 0.80 3.45 -3.15  0.402
H -0.36 4.14 -2.01  0.357
H -1.98 5.33 -3.41  0.335
H -2.70 3.93 -2.57  0.261
H -2.99 4.16 -4.31  0.251
C -3.54 -2.94 -0.04  -0.679
O -4.02 -4.19 -0.53  -0.399
C -5.15 -4.03 -1.38  -0.456
C -4.76 -4.15 -2.85  -0.507
O -3.94 -3.07 -3.26  -0.373
C -2.57 -3.42 -3.33  -0.675
H -2.55 -3.11 0.41  0.206
H -3.44 -2.20 -0.84  0.270
H -4.21 -2.56 0.74  0.337
H -5.66 -3.08 -1.18  0.289
H -5.85 -4.84 -1.13  0.418
H -5.67 -4.11 -3.46  0.375
H -4.27 -5.11 -3.04  0.311
H -2.39 -4.05 -4.21  0.353
H -2.24 -3.95 -2.43  0.330
H -1.98 -2.51 -3.42  0.168
C -0.43 3.73 3.76  -0.632
O 0.83 3.08 3.83  -0.385
C 1.60 3.25 2.63  0.295
C 2.68 4.31 2.82  -0.737
O 2.11 5.61 2.99  -0.376
C 2.10 6.02 4.35  -0.693
H -0.86 3.76 4.76  0.264
H -0.34 4.76 3.39  0.381
H -1.10 3.17 3.10  0.165
H 0.95 3.50 1.78  0.276
H 2.08 2.29 2.42  -0.096
H 3.29 4.35 1.91  0.383
H 3.34 4.06 3.66  0.350
H 3.12 6.29 4.66  0.327
H 1.71 5.24 5.01  0.290
H 1.47 6.90 4.43  0.239

Calculated values
LUMO (eV): -1.612
Total charge: 0

No. 3
Computed, not measured: a 2-piece molecular cluster, C4H7NO overall, with ωB97M-V/def2-TZVPD.

Each line ends with the Mulliken charge.
Geometry (Å):
C -0.43 1.58 0.06  -1.118
C 0.09 0.34 -0.61  -0.254
C 1.10 -0.35 -0.10  -0.180
O 1.91 0.22 0.83  -0.464
C -2.38 -1.57 0.38  -0.012
N -1.46 -2.12 -0.11  -0.224
H -1.50 1.71 -0.13  0.337
H -0.32 1.50 1.15  0.275
H 0.10 2.47 -0.27  0.324
H -0.40 0.03 -1.53  0.474
H -0.55 -1.97 -0.50  0.248
H 1.31 -1.41 -0.30  0.247
H 2.55 -0.43 1.13  0.346

Calculated values
ΔE to the lowest compared entry with this formula, charge and spin (eV): 3.2608
LUMO (eV): 0.558
Total charge: 0

No. 4
Computed, not measured: C41H44CdNO2Sb2Te as an isolated structure, with ωB97M-V/def2-TZVPD.

Each line ends with the Mulliken charge.
Geometry (Å):
Cd -0.22 0.16 0.71  3.101
C -2.74 2.38 2.44  -1.406
Sb -1.55 0.76 3.21  0.061
C -1.18 1.65 5.12  -1.271
C -3.17 -0.61 3.77  -1.757
C -4.41 -0.37 2.99  0.640
C -5.30 0.61 3.45  -0.470
C -6.46 0.92 2.76  -0.741
C -6.75 0.26 1.58  -0.773
C -5.90 -0.72 1.12  -0.589
C -4.73 -1.06 1.81  1.032
C -3.89 -2.18 1.27  -1.634
Sb -2.36 -1.55 -0.13  -0.130
C -3.70 -0.90 -1.68  -1.155
C -1.95 -3.50 -0.91  -1.261
H -3.40 2.76 3.22  0.447
H -3.35 2.05 1.60  0.329
H -2.07 3.18 2.12  0.473
H -2.13 1.98 5.53  0.391
H -0.51 2.50 5.00  0.407
H -0.72 0.92 5.79  0.395
H -3.33 -0.42 4.83  0.655
H -2.77 -1.62 3.66  0.393
H -5.07 1.11 4.38  0.468
H -7.13 1.68 3.15  0.423
H -7.65 0.50 1.03  0.419
H -6.14 -1.27 0.21  0.406
H -4.51 -2.87 0.68  0.675
H -3.40 -2.76 2.05  0.690
H -4.34 -1.74 -1.93  0.543
H -3.12 -0.61 -2.56  0.128
H -4.30 -0.07 -1.34  0.383
H -2.87 -3.88 -1.34  0.453
H -1.61 -4.15 -0.10  0.386
H -1.17 -3.45 -1.67  0.337
C 6.61 1.03 2.09  -1.673
C 5.23 0.51 1.77  0.304
C 4.74 -0.66 2.35  -0.392
C 3.49 -1.15 2.04  1.040
C 3.03 -2.38 2.77  -0.575
O 3.11 -2.41 3.98  -0.628
C 2.52 -3.56 2.00  0.432
C 1.84 -4.55 2.70  -0.572
C 1.36 -5.67 2.05  -0.632
C 1.58 -5.82 0.69  -0.407
C 2.29 -4.85 -0.01  -0.833
C 2.76 -3.72 0.64  0.060
C 2.61 -0.45 1.19  0.618
O 1.43 -0.95 0.97  -2.425
C 3.08 0.78 0.62  0.062
C 4.40 1.20 0.92  -0.952
C 2.29 1.65 -0.24  0.717
N 0.99 1.68 -0.26  -0.387
C 0.26 2.49 -1.25  -0.068
C -0.79 1.63 -1.95  -1.652
Te 0.12 -0.20 -2.70  0.241
C -0.49 0.29 -4.70  0.114
C 0.12 1.37 -5.33  -0.250
C -0.31 1.77 -6.58  -0.559
C -1.34 1.09 -7.22  -0.479
C -1.93 0.00 -6.60  -0.612
C -1.51 -0.40 -5.34  -0.341
C 3.06 2.56 -1.14  -0.177
C 3.80 2.02 -2.19  0.266
C 4.54 2.85 -3.02  -1.104
C 4.55 4.22 -2.81  -0.381
C 3.81 4.77 -1.76  -0.986
C 3.07 3.94 -0.93  0.363
H 7.14 0.36 2.76  0.379
H 6.56 2.02 2.55  0.369
H 7.21 1.13 1.18  0.339
H 5.35 -1.21 3.06  0.465
H 1.69 -4.41 3.77  0.491
H 0.83 -6.44 2.60  0.421
H 1.22 -6.70 0.17  0.432
H 2.49 -4.98 -1.07  0.433
H 3.33 -2.98 0.10  0.411
H 4.76 2.13 0.49  0.598
H 0.93 2.90 -2.00  0.275
H -0.23 3.32 -0.74  0.340
H -1.23 2.15 -2.80  0.820
H -1.60 1.37 -1.26  0.331
H 0.94 1.89 -4.84  0.400
H 0.17 2.61 -7.07  0.404
H -1.68 1.41 -8.19  0.379
H -2.72 -0.55 -7.10  0.392
H -1.97 -1.26 -4.86  0.417
H 3.79 0.95 -2.35  0.547
H 5.12 2.43 -3.83  0.447
H 5.13 4.87 -3.44  0.411
H 3.82 5.84 -1.59  0.431
H 2.51 4.36 -0.10  0.485

Calculated values
ΔE to the lowest compared entry with this formula, charge and spin (eV): 0.2692
LUMO (eV): -2.564
Total charge: +1

No. 5
Computed, not measured: C40H56F4N4O5PW as an isolated structure, with ωB97M-V/def2-TZVPD.

Each line ends with the Mulliken charge.
Geometry (Å):
W 0.28 -0.72 0.62  1.697
C 1.61 2.93 0.14  -0.891
C 2.34 1.63 -0.12  -1.054
N 1.58 0.58 -0.92  0.541
C 0.91 1.30 -2.08  0.028
C 0.93 0.61 -3.44  -1.727
C 2.60 -0.37 -1.45  -1.181
C 3.24 -1.06 -0.27  -0.915
N 2.14 -1.31 0.63  0.709
C 2.25 -1.98 1.85  -0.317
C 1.01 -1.73 2.41  0.791
F -0.25 -2.57 0.41  -0.717
C 0.72 -2.32 3.62  -0.025
F -0.46 -2.14 4.23  -0.225
C 1.67 -3.10 4.26  -0.861
C 2.90 -3.32 3.67  0.454
F 3.81 -4.07 4.28  -0.294
C 3.22 -2.77 2.43  0.270
F 4.40 -2.99 1.85  -0.293
H 2.00 3.37 1.06  0.517
H 0.54 2.78 0.27  -0.315
H 1.77 3.66 -0.66  0.571
H 2.64 1.17 0.82  0.527
H 3.26 1.83 -0.69  0.513
H 1.44 2.24 -2.20  0.450
H -0.10 1.54 -1.76  -0.062
H 1.93 0.58 -3.87  0.440
H 0.32 1.22 -4.10  0.249
H 0.53 -0.39 -3.45  0.294
H 3.32 0.17 -2.06  0.589
H 2.10 -1.11 -2.07  0.412
H 4.00 -0.45 0.22  0.445
H 3.70 -2.00 -0.56  0.584
H 1.46 -3.55 5.23  0.560
O -5.68 -1.20 4.26  -0.684
C -4.70 -0.59 4.71  0.214
O -4.47 0.05 5.74  -0.719
C -3.46 -0.75 3.79  0.508
C -3.36 -1.80 2.89  -1.489
C -2.35 -1.82 1.96  -0.203
N -1.49 -0.79 1.83  0.960
C -1.58 0.21 2.74  0.780
C -2.47 0.25 3.77  -0.719
C -0.54 1.25 2.57  -0.101
O -0.44 2.29 3.13  -0.532
O 0.37 0.85 1.60  -0.133
H -4.12 -2.57 2.92  0.580
H -2.22 -2.64 1.27  0.510
H -2.49 1.04 4.50  0.651
C -3.69 -1.91 -2.94  -0.886
C -2.19 -2.15 -3.19  -0.966
C -1.39 -1.55 -2.13  0.417
N -0.80 -1.02 -1.31  -0.521
H -4.26 -2.44 -3.70  0.469
H -3.92 -0.85 -3.00  0.030
H -3.98 -2.28 -1.96  0.292
H -1.86 -1.71 -4.13  0.333
H -1.96 -3.21 -3.22  0.460
O -1.69 1.48 -0.39  -0.064
P -2.90 2.41 -0.43  -0.853
C -4.19 1.77 0.69  0.094
C -4.42 0.26 0.37  1.143
C -5.84 -0.06 -0.09  -1.163
C -6.83 0.30 1.02  -0.886
C -6.48 1.65 1.68  -0.926
C -5.55 2.48 0.80  -0.606
C -2.38 4.05 0.19  1.649
C -3.49 5.09 0.49  -0.803
C -2.92 6.51 0.52  -0.978
C -1.54 6.50 1.17  -0.894
C -0.54 5.74 0.28  -0.707
C -1.24 4.69 -0.59  -0.244
C -3.70 2.32 -2.09  2.000
C -4.69 3.42 -2.51  -1.558
C -4.04 4.65 -3.12  -0.092
C -3.10 4.28 -4.26  -1.532
C -2.06 3.26 -3.82  -0.170
C -2.72 2.01 -3.24  -0.278
H -3.71 1.84 1.68  0.474
H -4.25 -0.30 1.29  -0.664
H -3.68 -0.11 -0.34  -0.712
H -5.91 -1.12 -0.33  0.523
H -6.07 0.49 -1.01  0.286
H -6.83 -0.49 1.77  0.347
H -7.84 0.34 0.60  0.468
H -5.98 1.47 2.64  0.286
H -7.38 2.21 1.91  0.546
H -5.43 3.48 1.23  0.337
H -6.00 2.61 -0.18  0.227
H -1.95 3.73 1.15  0.546
H -3.93 4.86 1.46  0.438
H -4.30 5.03 -0.24  0.101
H -3.60 7.16 1.07  0.560
H -2.85 6.92 -0.49  0.274
H -1.61 6.02 2.15  0.335
H -1.18 7.51 1.36  0.548
H 0.22 5.27 0.90  0.065
H -0.01 6.44 -0.37  0.539
H -0.52 3.94 -0.94  -1.202
H -1.63 5.17 -1.49  0.714
H -4.29 1.41 -1.94  -0.748
H -5.33 3.70 -1.67  0.267
H -5.36 2.97 -3.25  0.511
H -3.51 5.21 -2.36  -0.304
H -4.83 5.32 -3.49  0.523
H -2.61 5.18 -4.66  0.503
H -3.68 3.86 -5.09  0.428
H -1.38 3.70 -3.08  -0.076
H -1.44 2.97 -4.68  0.558
H -1.98 1.29 -2.91  -0.682
H -3.31 1.54 -4.04  0.834

Calculated values
ΔE to the lowest compared entry with this formula, charge and spin (eV): 0.0000
LUMO (eV): -5.201
Total charge: +1

The Kohn-Sham gap results, record by record, are as follows: 9.356 7.454 9.431 7.482 5.023 eV.